Molecular formula: C20H24N2O6
Method: DFT, ωB97M-V/def2-TZVPD

Computed properties:
DFT total energy in eV: -36396.230
SMILES string: CCOC(=O)c1c(C)[nH]c(C(=O)O[C@@H](C)C(=O)Nc2ccccc2OC)c1C
Energy relative to the best compared isomer or geometry (same formula, charge and spin) in kcal/mol: 4.1

ORCA input file:
```
! RIJCOSX wB97M-V def2-TZVPD def2/J DEFGRID3
* xyz 0 1
C -4.893 5.723 1.037
C -3.834 5.610 -0.051
H -4.250 5.851 -1.032
H -2.994 6.277 0.172
O -3.348 4.276 -0.171
C -2.368 3.910 0.681
O -1.895 4.669 1.495
C -1.965 2.520 0.480
C -2.533 1.610 -0.419
N -1.877 0.450 -0.285
C -0.891 0.558 0.670
C -0.921 1.851 1.172
C -0.031 2.408 2.220
H 1.010 2.299 1.924
H -0.161 1.858 3.151
H -0.260 3.456 2.385
C -0.077 -0.606 0.952
O -0.259 -1.670 0.379
O 0.855 -0.371 1.875
C 1.706 -1.401 2.397
C 0.945 -2.630 2.888
H 0.470 -3.158 2.066
H 0.179 -2.327 3.599
H 1.643 -3.299 3.384
H 2.186 -0.903 3.248
C 2.857 -1.807 1.448
O 4.006 -1.678 1.816
N 2.453 -2.323 0.271
C 3.248 -2.800 -0.777
C 4.633 -2.778 -0.769
C 5.346 -3.271 -1.850
C 4.680 -3.787 -2.943
C 3.293 -3.817 -2.966
C 2.567 -3.330 -1.893
O 1.201 -3.315 -1.811
C 0.456 -3.833 -2.882
H 0.676 -4.892 -3.053
H -0.587 -3.726 -2.587
H 0.632 -3.272 -3.806
H 2.789 -4.225 -3.828
H 5.230 -4.172 -3.788
H 6.425 -3.248 -1.831
H 5.145 -2.374 0.088
H 1.450 -2.380 0.086
H -2.044 -0.408 -0.789
C -3.648 1.767 -1.383
H -3.407 2.534 -2.117
H -3.841 0.827 -1.896
H -4.551 2.088 -0.867
H -4.455 5.488 2.004
H -5.282 6.737 1.064
H -5.711 5.033 0.842
*
```

These are the natural (NBO) partial charges, in e, on atoms 1 to 6: -0.633 -0.074 0.186 0.202 -0.522 0.797

=====

Molecular formula: C25H22IN6Pt
Method: DFT, ωB97M-V/def2-TZVPD

Computed properties:
DFT total energy in eV: -46565.613
Energy relative to the best compared isomer or geometry (same formula, charge and spin) in kcal/mol: 0.0

ORCA input file:
```
! RIJCOSX wB97M-V def2-TZVPD def2/J DEFGRID3
* xyz 1 1
Pt 0.062 -0.031 0.042
C 4.520 0.842 -5.157
C 3.897 0.630 -3.799
C 4.396 -0.317 -2.905
C 3.778 -0.545 -1.695
C 2.654 0.181 -1.282
N 2.025 -0.102 -0.072
C 2.759 -0.439 1.067
C 3.979 0.189 1.341
C 4.718 -0.091 2.470
C 4.256 -1.001 3.420
C 5.017 -1.272 4.694
C 3.050 -1.621 3.163
C 2.323 -1.379 2.000
N 1.139 -2.172 1.793
C 0.884 -3.386 2.316
C -0.341 -3.809 1.858
C -0.782 -2.782 1.029
N 0.118 -1.806 0.992
C 2.188 1.158 -2.160
C 2.785 1.346 -3.405
N 1.114 2.045 -1.805
C 0.879 3.270 -2.311
C -0.253 3.777 -1.719
C -0.657 2.788 -0.827
N 0.176 1.755 -0.884
H 5.560 0.520 -5.161
H 4.487 1.890 -5.454
H 3.994 0.266 -5.922
H 5.264 -0.905 -3.181
H 4.157 -1.310 -1.026
H 4.334 0.924 0.628
H 5.657 0.426 2.635
H 6.076 -1.045 4.573
H 4.925 -2.315 4.998
H 4.639 -0.655 5.513
H 2.665 -2.316 3.901
H 1.593 -3.890 2.947
H -0.830 -4.744 2.068
H -1.682 -2.720 0.440
H 2.371 2.073 -4.094
H 1.542 3.722 -3.027
H -0.702 4.740 -1.888
H -1.481 2.782 -0.134
I -1.495 -0.990 -2.651
C -2.670 -0.319 -1.059
C -4.048 -0.253 -1.168
C -4.776 0.147 -0.062
C -4.109 0.457 1.110
C -2.732 0.375 1.134
N -2.015 0.002 0.066
H -4.533 -0.517 -2.096
H -5.856 0.212 -0.116
H -4.646 0.763 1.997
H -2.157 0.608 2.020
*
```

These are the natural (NBO) partial charges, in e, on atoms 1 to 6: 0.808 -0.628 -0.025 -0.184 -0.238 0.227

=====

Molecular formula: C4H5ClN2S
Method: DFT, ωB97M-V/def2-TZVPD

Computed properties:
DFT total energy in eV: -30565.081
SMILES string: Cn1cc(Cl)[nH]c1=S
Energy relative to the best compared isomer or geometry (same formula, charge and spin) in kcal/mol: 41.9

ORCA input file:
```
! RIJCOSX wB97M-V def2-TZVPD def2/J DEFGRID3
* xyz 0 1
C -0.788 -0.871 0.057
C -1.871 -0.026 0.108
C 0.361 1.152 0.032
C 1.844 -0.795 0.054
N -1.408 1.290 0.092
N 0.458 -0.136 0.157
S 1.365 2.401 -0.113
Cl -3.481 -0.579 -0.041
H -0.914 -1.910 -0.117
H 2.536 -0.295 0.704
H 1.563 -1.823 0.259
H 2.196 -0.541 -1.014
H -1.861 2.133 -0.180
*
```

These are the natural (NBO) partial charges, in e, on atoms 1 to 6: -0.179 0.112 0.245 -0.395 -0.643 -0.401

=====

Molecular formula: C62H56Cl19InPS
Method: DFT, ωB97M-V/def2-TZVPD

Computed properties:
DFT total energy in eV: -328424.686

ORCA input file:
```
! RIJCOSX wB97M-V def2-TZVPD def2/J DEFGRID3
* xyz -1 1
C 0.520 -0.619 -1.782
C -1.004 -1.291 -1.646
C -2.087 -0.200 -1.005
C -0.797 -2.581 -0.602
In -0.430 -4.397 -1.902
C 0.044 -3.747 -4.052
C 1.288 -5.720 -1.246
C 1.251 -7.075 -2.224
C 2.630 -7.275 -3.095
Cl 2.220 -7.696 -4.882
P -2.542 -5.878 -1.771
S -2.823 -6.582 -3.563
H 0.508 0.332 -1.095
H 0.766 -0.386 -2.917
H 1.306 -1.436 -1.433
H -1.329 -1.650 -2.730
H -1.537 0.285 -0.070
H -2.443 0.604 -1.791
H -3.032 -0.761 -0.566
H -1.858 -2.711 -0.072
H 0.062 -2.306 0.144
H 0.244 -4.757 -4.655
H 1.053 -3.133 -3.969
H -0.841 -3.136 -4.524
H 2.337 -5.210 -1.429
H 1.204 -6.139 -0.146
H 0.366 -6.952 -3.014
H 0.949 -8.039 -1.590
H 3.275 -6.276 -3.106
H 3.210 -8.191 -2.630
H -3.683 -5.133 -1.297
H -2.253 -7.004 -0.880
Cl -3.573 3.705 -0.430
C -4.024 3.989 -2.074
C -3.082 4.099 -3.103
Cl -1.383 3.947 -2.826
C -3.509 4.337 -4.414
C -4.870 4.464 -4.697
C -5.809 4.349 -3.673
C -5.386 4.113 -2.363
H -2.784 4.426 -5.220
H -5.198 4.651 -5.717
H -6.870 4.445 -3.893
H -6.126 4.026 -1.570
Cl 4.021 -4.287 -3.325
C 5.151 -4.392 -4.629
C 6.485 -4.769 -4.438
Cl 7.121 -5.177 -2.885
C 7.354 -4.827 -5.533
C 6.893 -4.513 -6.813
C 5.563 -4.142 -7.004
C 4.693 -4.081 -5.913
H 8.393 -5.117 -5.395
H 7.573 -4.557 -7.661
H 5.203 -3.900 -8.001
H 3.657 -3.790 -6.071
Cl -7.749 -3.949 0.094
C -7.216 -2.575 0.996
C -5.865 -2.224 1.103
Cl -4.609 -3.127 0.334
C -5.496 -1.104 1.855
C -6.469 -0.335 2.495
C -7.815 -0.681 2.384
C -8.188 -1.799 1.636
H -4.449 -0.826 1.946
H -6.177 0.534 3.080
H -8.575 -0.081 2.879
H -9.241 -2.062 1.556
Cl 2.394 2.181 -3.532
C 2.926 3.556 -2.631
C 4.277 3.906 -2.523
Cl 5.534 3.004 -3.293
C 4.647 5.026 -1.771
C 3.673 5.796 -1.131
C 2.327 5.450 -1.243
C 1.954 4.331 -1.991
H 5.694 5.305 -1.680
H 3.965 6.665 -0.546
H 1.568 6.050 -0.747
H 0.902 4.069 -2.071
Cl -14.865 -0.709 1.501
C -13.735 -0.814 0.198
C -12.401 -1.191 0.388
Cl -11.765 -1.599 1.942
C -11.532 -1.249 -0.706
C -11.993 -0.935 -1.987
C -13.323 -0.564 -2.177
C -14.193 -0.503 -1.087
H -10.493 -1.539 -0.568
H -11.313 -0.979 -2.835
H -13.683 -0.322 -3.174
H -15.229 -0.212 -1.245
Cl 4.496 1.008 4.390
C 4.201 0.527 2.757
C 3.645 1.393 1.808
Cl 3.217 3.025 2.178
C 3.422 0.941 0.503
C 3.753 -0.367 0.145
C 4.311 -1.227 1.089
C 4.534 -0.782 2.394
H 2.989 1.606 -0.241
H 3.576 -0.714 -0.870
H 4.572 -2.246 0.811
H 4.968 -1.461 3.124
Cl -2.033 -5.855 1.992
C -0.986 -7.000 2.752
C 0.020 -6.620 3.647
Cl 0.298 -4.972 4.085
C 0.842 -7.594 4.223
C 0.660 -8.942 3.910
C -0.345 -9.322 3.022
C -1.167 -8.352 2.443
H 1.628 -7.308 4.919
H 1.303 -9.696 4.359
H -0.490 -10.372 2.780
H -1.948 -8.658 1.751
Cl 3.702 6.885 1.713
C 3.241 7.226 3.343
C 2.196 8.101 3.661
Cl 1.263 8.910 2.452
C 1.876 8.344 5.001
C 2.593 7.714 6.020
C 3.631 6.839 5.703
C 3.955 6.596 4.367
H 1.067 9.024 5.257
H 2.342 7.907 7.060
H 4.188 6.346 6.496
H 4.767 5.912 4.130
Cl 6.870 6.055 6.080
C 7.698 7.571 6.066
C 7.045 8.786 6.299
Cl 5.353 8.880 6.634
C 7.769 9.982 6.266
C 9.141 9.966 6.005
C 9.793 8.755 5.778
C 9.073 7.559 5.808
H 7.270 10.932 6.444
H 9.700 10.899 5.978
H 10.862 8.741 5.578
H 9.590 6.619 5.629
*
```

These are the Löwdin partial charges, in e, on atoms 1 to 6: -0.131 -0.443 -0.127 -0.298 0.482 -0.273